Entry from OMol25: a structure of composition C26H47IrO2Si2 in a non-equilibrium geometry (ωB97M-V with the def2-TZVPD basis set).

XYZ file:
```
78
Properties=species:S:1:pos:R:3:mulliken_spin:R:1
O 1.58 -1.16 -4.70 0.0001
C 0.84 -1.82 -5.76 0.0004
C 1.96 -1.60 -6.77 0.0000
H -0.08 -1.27 -5.99 0.0001
H 0.64 -2.87 -5.52 -0.0001
C 2.69 -0.90 -5.60 0.0002
H 1.70 -0.92 -7.58 0.0000
H 2.43 -2.52 -7.11 0.0000
C 2.87 0.59 -5.75 0.0003
H 1.92 1.07 -6.03 0.0000
H 3.63 0.80 -6.52 0.0000
H 3.19 1.03 -4.80 -0.0001
C 3.95 -1.57 -5.12 -0.0003
H 3.78 -2.65 -5.00 0.0000
H 4.27 -1.13 -4.18 0.0001
H 4.74 -1.42 -5.87 0.0000
Ir 0.24 0.11 1.84 2.2475
C 1.27 -1.16 3.35 0.1112
C -0.07 -1.65 3.19 0.1781
C -0.23 -2.07 1.82 0.0680
H -0.84 -1.65 3.95 0.0278
C 1.02 -1.87 1.16 0.2192
C 1.94 -1.29 2.09 0.1125
H 2.97 -1.01 1.88 0.0334
H 1.70 -0.76 4.27 0.0013
H -1.13 -2.48 1.36 0.0423
H 1.24 -2.13 0.13 0.0655
C 1.24 1.83 2.35 0.0382
C 2.67 1.71 2.06 0.4048
C 2.87 1.78 0.67 0.0720
H 3.43 1.67 2.83 -0.0018
C 1.62 1.89 0.02 0.3917
C 0.56 1.95 1.00 0.0253
H -0.36 2.51 0.88 0.0309
H 0.84 2.29 3.25 0.0992
H 3.84 1.81 0.17 0.0106
H 1.46 2.02 -1.04 0.0616
O 1.36 0.71 -3.00 0.0069
C 2.00 -0.40 -2.33 -0.0170
C 1.11 -1.65 -2.36 0.0232
H 2.18 -0.08 -1.28 0.0220
H 2.98 -0.58 -2.81 0.0042
C -0.26 -1.13 -2.78 0.0214
H 1.09 -2.12 -1.38 -0.0170
H 1.51 -2.37 -3.09 0.0014
C -0.02 0.34 -3.18 0.0019
H -0.95 -1.16 -1.93 -0.0135
H -0.68 -1.71 -3.61 0.0018
H -0.63 1.00 -2.53 -0.0034
H -0.31 0.50 -4.23 -0.0004
C -4.77 0.91 1.90 0.0246
Si -3.22 -0.15 1.92 0.0561
C -3.56 -1.62 3.04 -0.0020
C -2.89 -0.73 0.16 0.0141
C -1.64 0.83 2.43 0.5093
Si -1.73 1.60 4.19 0.0750
C -0.56 0.85 5.44 0.0076
C -1.32 3.43 4.01 0.0245
C -3.43 1.51 5.02 0.0303
H -5.42 0.57 1.08 0.0007
H -4.56 1.97 1.73 0.0014
H -5.35 0.83 2.83 0.0000
H -4.54 -2.05 2.75 0.0004
H -2.81 -2.41 2.92 0.0019
H -3.62 -1.35 4.10 0.0001
H -2.01 -0.23 -0.25 0.0122
H -2.73 -1.81 0.11 0.0001
H -3.75 -0.49 -0.47 -0.0032
H -1.78 1.75 1.80 -0.0260
H 0.49 0.91 5.15 -0.0037
H -0.67 1.40 6.39 -0.0015
H -0.80 -0.20 5.64 0.0004
H -1.63 3.83 3.04 -0.0010
H -1.87 3.98 4.79 0.0050
H -0.26 3.65 4.16 0.0015
H -4.23 1.98 4.44 -0.0017
H -3.74 0.48 5.26 -0.0017
H -3.35 2.06 5.98 0.0041
```

Electronic energy (Ha): -1852.1321
2S+1: 6
E_LUMO (spin up / spin down) (eV): -1.86 / -6.41
HOMO-LUMO gap (spin up / spin down) (eV): 6.46 / 5.09
Energy above the lowest of the compared OMol25 structures with the same formula, charge and spin (kJ/mol): 0.0
Charge: +1

Entry from OMol25: a structure of composition C33H52F2N4OPRh in a non-equilibrium geometry (ωB97M-V with the def2-TZVPD basis set).

XYZ file:
```
94
Properties=species:S:1:pos:R:3:mulliken_spin:R:1
Rh 0.18 2.13 0.08 2.7605
N -0.28 4.46 0.33 0.1804
C 0.19 5.03 1.60 0.0002
C -0.07 4.03 2.73 -0.0022
N 0.36 2.67 2.35 0.0835
C 1.73 2.29 2.73 -0.0012
C 2.79 2.91 1.81 -0.0006
N 2.46 2.64 0.40 0.1209
H -1.29 4.51 0.27 -0.0179
H 0.08 4.99 -0.46 -0.0147
H 1.25 5.25 1.51 0.0014
H -0.32 5.97 1.84 0.0068
H 0.42 4.36 3.64 0.0013
H -1.15 4.00 2.91 0.0017
H -0.26 2.01 2.82 -0.0042
H 1.95 2.57 3.76 0.0030
H 1.80 1.21 2.64 0.0002
H 2.85 3.99 1.97 0.0003
H 3.76 2.50 2.08 0.0041
H 2.86 3.34 -0.21 0.0003
H 2.86 1.75 0.12 -0.0169
F 1.57 2.49 -5.14 0.0045
C 0.58 2.41 -4.27 0.0108
C 0.83 2.73 -2.94 0.0427
C -0.20 2.60 -2.02 0.5914
C -1.49 2.22 -2.41 -0.0844
C -1.68 1.92 -3.76 0.0378
F -2.87 1.49 -4.19 0.0068
C -0.67 2.01 -4.70 0.0190
C -2.54 2.09 -1.37 0.0414
C -3.91 2.15 -1.62 0.0057
C -4.80 2.02 -0.57 0.0019
C -4.32 1.83 0.71 0.0035
C -2.95 1.79 0.89 0.0095
N -2.08 1.91 -0.12 0.0910
H 1.82 3.06 -2.67 0.0122
H -0.87 1.79 -5.74 -0.0007
H -4.27 2.31 -2.62 0.0014
H -5.87 2.06 -0.76 -0.0002
H -4.98 1.72 1.56 0.0004
H -2.53 1.63 1.88 -0.0010
O 0.59 0.00 0.10 0.0818
P 0.61 -1.50 0.31 0.0060
C -0.95 -2.25 -0.36 0.0044
C -0.77 -3.68 -0.87 0.0022
C -2.12 -4.19 -1.38 0.0007
C -2.61 -3.35 -2.58 0.0000
C -1.83 -2.04 -2.75 -0.0012
C -1.64 -1.34 -1.41 0.0012
C 0.80 -1.80 2.12 -0.0030
C 0.93 -3.27 2.55 0.0023
C -0.40 -3.93 2.89 0.0004
C -1.19 -3.10 3.90 0.0001
C -1.50 -1.73 3.31 -0.0007
C -0.22 -0.99 2.95 0.0075
C 2.02 -2.29 -0.58 0.0108
C 3.38 -2.04 0.08 0.0020
C 3.88 -0.60 -0.08 -0.0009
C 3.53 0.00 -1.46 0.0140
C 3.25 -1.10 -2.48 -0.0014
C 1.98 -1.85 -2.07 -0.0018
H -1.58 -2.29 0.53 -0.0017
H -0.40 -4.33 -0.07 -0.0001
H -0.05 -3.72 -1.68 0.0003
H -2.84 -4.15 -0.57 0.0000
H -2.02 -5.24 -1.66 0.0000
H -3.67 -3.13 -2.46 0.0001
H -2.52 -3.93 -3.51 0.0000
H -2.36 -1.38 -3.43 0.0001
H -0.85 -2.25 -3.20 -0.0001
H -2.62 -1.04 -1.03 -0.0017
H -1.08 -0.41 -1.55 0.0031
H 1.78 -1.32 2.26 -0.0003
H 1.57 -3.30 3.44 -0.0001
H 1.45 -3.84 1.77 -0.0005
H -0.20 -4.93 3.30 0.0000
H -1.01 -4.07 1.99 0.0001
H -0.60 -2.98 4.82 -0.0001
H -2.11 -3.62 4.17 0.0000
H -2.07 -1.13 4.02 0.0004
H -2.14 -1.86 2.43 -0.0002
H 0.27 -0.71 3.88 -0.0001
H -0.46 -0.06 2.41 -0.0167
H 1.81 -3.36 -0.50 0.0011
H 4.09 -2.72 -0.40 0.0001
H 3.36 -2.32 1.13 0.0002
H 4.96 -0.60 0.06 0.0002
H 3.47 0.01 0.74 -0.0018
H 4.34 0.65 -1.80 0.0003
H 2.62 0.61 -1.39 -0.0043
H 4.10 -1.78 -2.53 0.0001
H 3.11 -0.67 -3.47 -0.0001
H 1.84 -2.72 -2.71 -0.0001
H 1.13 -1.19 -2.24 -0.0031
```

Electronic energy (Ha): -2234.0590
2S+1: 5
E_LUMO (spin up / spin down) (eV): -5.17 / -7.73
HOMO-LUMO gap (spin up / spin down) (eV): 8.38 / 6.36
Energy above the lowest of the compared OMol25 structures with the same formula, charge and spin (kJ/mol): 0.0
Charge: +2